# C30H55N5O5S5

A 10-piece molecular cluster, C30H55N5O5S5 overall at a distorted geometry (the ωB97M-V functional and the def2-TZVPD basis, the Open Molecules 2025 dataset).

Geometry as XYZ:
```
100
Properties=species:S:1:pos:R:3:forces:R:3
S 5.2011 1.5872 3.1853 -0.2699 0.5305 0.4946
S -1.4575 2.7735 0.9107 1.5545 -1.4371 1.1375
S 1.0908 0.8472 -4.3527 0.9912 -1.0281 -2.4976
S 1.5122 1.8855 4.9218 0.7495 0.0623 1.1889
S 0.5420 -1.1101 -0.0778 0.7473 -1.0064 0.0330
O 5.4956 2.7358 4.1120 -0.2995 -0.4898 -0.4516
O -1.5418 1.3143 1.3302 -0.0370 0.8520 -0.2058
O -0.0954 1.4447 -3.7398 -1.3146 0.9204 1.6843
O 1.8922 -0.5818 -0.5332 -0.3228 0.2568 0.2762
O 1.5408 0.8247 3.8875 -0.2018 -0.2579 -0.5923
N -3.0126 -3.3617 -0.4007 -0.9397 1.3426 1.0818
N 4.7648 -0.9548 -1.4553 -0.8361 1.5996 0.9527
N -4.6403 -0.2028 -2.2814 1.3794 1.0559 0.6855
N -2.0665 -0.5492 3.7559 0.7072 0.9472 -0.4094
N -2.5946 0.9528 -4.9914 -0.0856 0.1676 0.2773
C -3.8931 0.1080 -1.1436 -1.1123 -0.2078 -1.1596
C 1.1868 1.0069 6.5073 0.5750 -0.0079 -1.1773
C -2.3571 2.9548 -0.5687 -1.0802 1.7379 -0.6931
C -4.5960 1.4695 -5.6613 -1.4884 1.3641 0.3238
C -3.5397 1.9578 -4.9456 1.3987 -0.4680 -0.1899
C -5.6928 -0.9655 -1.9364 -0.5439 -0.3282 0.3120
C -4.5509 -0.4586 -0.0770 1.1931 0.0443 -0.5973
C -2.3955 -5.0397 0.9479 -0.2318 1.0434 0.4492
C 6.6324 1.4490 2.1734 0.1367 0.4543 -0.0203
C 0.3078 2.9449 0.3076 -1.0474 -0.7271 -0.9849
C -2.8818 -4.4594 -1.1731 0.2892 -0.0301 -1.0270
C 6.6436 0.1847 -1.6741 -0.2173 -0.6981 -0.3386
C 6.8954 -1.1885 -2.0224 -2.9914 1.4547 1.3200
C -5.6611 -1.1604 -0.5710 -0.5233 -0.8459 0.1072
C 4.0856 2.2211 1.9073 0.1258 -1.1024 -0.2878
C -0.0210 2.7600 4.8301 -0.8806 0.8073 -1.6551
C 1.6412 2.1057 -5.5522 -0.7769 -0.1217 0.3025
C 2.4743 0.8286 -3.2570 0.2023 1.0664 -1.3334
C -3.3013 -0.6277 4.3036 -1.3511 -1.0858 -0.2164
C -2.7701 -3.7082 0.9301 0.6532 -0.4444 -0.9156
C -1.8412 -1.9611 5.4010 0.0947 -0.6846 0.3093
C -2.4088 -5.4687 -0.3724 -0.1124 -1.7589 -1.5506
C 0.7027 -2.8401 -0.6889 0.1048 0.9685 1.1022
C -3.2061 -1.5889 5.2722 0.9562 0.3193 0.3577
C -4.2651 0.1871 -6.1496 -1.5275 -0.2990 -0.7915
C 5.3023 0.3486 -1.3309 1.4778 -2.2286 -0.7100
C 0.6966 -1.5419 1.6497 -2.1902 -0.2011 0.2225
C -1.1441 -1.2932 4.4353 0.6572 -0.4456 -0.3654
C -3.0333 -0.1415 -5.7043 0.7984 1.5818 0.7400
C 5.7013 -1.8444 -1.8208 1.0399 1.6398 -0.2200
H 0.7428 -0.6599 2.2916 0.0683 -0.0038 -0.2202
H 3.8747 -1.2683 -1.0727 -0.0352 0.6366 -0.2035
H 0.4485 0.2445 6.3885 -0.6910 -0.4170 -0.4154
H 1.5425 -2.1728 1.7610 0.9200 -0.4652 0.1670
H 1.9688 3.0224 -5.0362 0.2137 -0.4588 -0.1645
H 3.3649 2.6608 2.5327 -1.1796 0.8927 0.6284
H 7.4075 1.0381 2.7894 0.5896 0.0952 0.3541
H 2.2185 0.1966 -2.4555 -0.0238 -0.7118 1.1574
H -0.1325 3.3094 5.7601 -0.4806 -0.3273 0.2365
H -1.7744 1.0098 -4.4222 0.8903 -0.1193 0.0216
H -0.2427 -2.1537 1.8898 1.2097 0.8933 -0.2825
H 0.9340 1.6297 7.3202 -0.3326 1.0830 0.7214
H 0.7041 2.3673 -6.0966 0.7887 -0.3827 0.1451
H -0.7890 2.0334 4.5143 -0.0561 0.2521 0.8202
H 5.4033 -2.8284 -1.9084 -0.2268 -1.9201 -0.2672
H -0.1200 -3.5083 -0.4089 0.3257 0.0877 0.0554
H -4.1078 -0.5387 0.8800 0.0312 0.1639 0.9621
H -3.5192 -2.4982 -0.6849 0.7473 -0.8887 0.3873
H -3.2031 2.9564 -4.5972 -0.8032 -0.9639 0.0080
H -3.0090 0.6988 -1.2735 0.1130 -0.1825 0.2886
H -1.4178 -2.6979 6.0815 -0.2230 0.2467 -0.1800
H -3.3884 2.5986 -0.4486 0.4007 -0.0318 0.3136
H 3.3656 0.5313 -3.8093 -0.1262 -0.4090 -0.0142
H 6.4451 0.7428 1.3964 -0.1986 -0.3718 -0.8732
H 7.7603 -1.5750 -2.3934 2.2295 -1.0029 -0.7491
H 7.4607 0.8767 -1.7235 -0.2189 0.6965 0.0514
H 0.9176 2.6011 1.1318 0.0347 -0.0016 0.3384
H 4.5325 2.9586 1.2500 0.2354 0.0354 -0.0257
H -6.2464 -1.8586 0.0384 -0.0049 0.5279 -0.5453
H -4.8900 -0.3665 -6.8359 0.0746 -0.1767 0.2170
H -2.0995 -6.4441 -0.7559 -0.3556 0.2932 0.2796
H 1.7374 -3.1087 -0.3911 -0.8079 -0.2074 -0.0259
H 3.5614 1.4092 1.3665 0.5630 0.2419 0.1552
H 0.5412 3.9879 0.0560 -0.1244 -0.3522 -0.0764
H -2.5394 -3.0098 1.7012 -0.6876 0.6636 0.3556
H -2.3507 -0.9312 -5.8986 0.0959 -0.6418 -0.0372
H 2.3831 1.6182 -6.1921 -0.0427 0.4827 -0.0038
H 2.1171 0.5329 6.7450 0.6334 -0.3055 0.0506
H -0.0789 -1.3937 4.1139 -1.3434 0.4716 0.5120
H 6.8499 2.4609 1.8090 0.2138 -0.3703 0.0044
H -5.5475 2.0197 -5.7162 0.5587 -0.5085 -0.4822
H -4.2502 -0.2217 3.8814 1.3682 -0.0387 0.2452
H -3.9760 -2.0025 5.8398 -1.1884 -0.3583 0.7800
H 0.6954 -2.6001 -1.7154 -0.0335 -0.3838 -1.4905
H -2.4439 4.0546 -0.6978 0.1062 -0.4472 -0.0685
H -1.9385 2.5529 -1.4683 0.5464 -0.4933 -0.3593
H -3.1356 -4.4267 -2.2475 0.3209 -0.0957 0.8879
H 2.6278 1.8506 -2.9918 0.1624 0.7594 0.8048
H 0.4486 2.2142 -0.5476 -0.1950 0.9915 0.8200
H 4.7529 1.2404 -1.1131 -0.3598 -0.0796 0.2513
H -0.0612 3.5531 4.0232 0.6473 -0.9182 0.6749
H -2.2287 -5.6226 1.8343 0.4268 -0.0050 0.0700
H -1.8249 0.1160 3.0655 0.2999 0.7353 -1.0162
H -6.3600 -1.3243 -2.6899 -0.3104 -0.1277 -0.1250
H -4.4732 0.2809 -3.1565 -0.2166 -0.3942 -0.1066
```
Forces are in eV/Å.

As for the HOMO energy: -8.07 eV. The value obtained for the HOMO-LUMO gap is 8.32 eV. Its total energy is -3816.7965 Eh.